Entry 1:
The following is a quantum chemistry calculation of the ion C9H20N3O3 with charge +1 in a non-equilibrium geometry, from the Open Molecules 2025 dataset.

Summary:
energy relative to the best compared isomer or geometry (same formula, charge and spin): 144.3 kcal per mole
charge: +1
highest occupied orbital energy: -10.27 eV
LUMO energy: -3.025 eV
2S+1: 1
DFT total energy: -20259.765 eV

CARTESIAN COORDINATES (ANGSTROEM)
C1 1.18 1.23 0.69
C2 -0.13 1.45 0.28
C3 1.88 -0.02 0.57
C4 -0.84 0.77 -0.65
C5 -0.12 -1.48 0.62
C6 -0.93 2.35 1.26
C7 -2.31 1.18 -0.94
C8 -2.53 -2.26 0.50
C9 3.17 0.19 -1.34
N1 1.03 -1.18 1.21
N2 -0.23 0.08 -1.74
N3 -1.37 -1.63 1.25
O1 3.06 0.07 1.36
O2 0.01 -2.12 -0.59
O3 2.18 -0.63 -0.76
H1 1.50 1.88 1.45
H2 -1.51 3.18 0.80
H3 -0.26 2.78 2.04
H4 -1.67 1.83 1.82
H5 -2.43 2.11 -1.71
H6 -2.88 1.58 -0.08
H7 -2.88 0.30 -1.36
H8 -2.96 -1.39 0.03
H9 -1.98 -2.90 -0.31
H10 -3.15 -2.79 1.18
H11 2.93 0.97 -2.11
H12 3.87 -0.50 -1.74
H13 3.78 0.67 -0.62
H14 0.92 -1.04 2.18
H15 0.74 -0.27 -1.37
H16 0.07 0.81 -2.55
H17 -1.63 -1.10 2.12
H18 -0.89 -0.63 -2.05
H19 3.53 -0.86 1.34
H20 0.81 -2.63 -0.79

---

Entry 2:
The following is a quantum chemistry calculation of the molecule C9H20N4O3 in a non-equilibrium geometry, from the Open Molecules 2025 dataset.

Summary:
energy relative to the best compared isomer or geometry (same formula, charge and spin): 13.1 kcal per mole
SMILES string: [H]/N=C(/N)NCCCCN(CCC)C(=O)OO
highest occupied orbital energy: -9.39 eV
LUMO energy: 0.637 eV
2S+1: 1
DFT total energy: -21757.030 eV

CARTESIAN COORDINATES (ANGSTROEM)
H1 1.53 4.07 1.28
N1 1.25 3.34 1.94
C1 1.72 2.25 1.58
N2 1.42 1.11 2.39
N3 2.56 2.16 0.41
C2 2.66 0.83 -0.21
C3 1.46 0.56 -1.10
C4 1.42 -0.90 -1.54
C5 0.10 -1.40 -2.13
N4 -1.11 -1.19 -1.34
C6 -1.00 -1.41 0.09
C7 -2.29 -1.18 0.85
C8 -1.98 -1.42 2.33
C9 -1.85 -0.09 -1.72
O1 -1.49 1.00 -1.94
O2 -3.17 -0.46 -1.85
O3 -3.99 0.66 -1.99
H2 2.26 0.57 2.54
H3 0.81 0.52 1.84
H4 3.49 2.42 0.73
H5 2.77 0.01 0.50
H6 3.54 0.83 -0.85
H7 1.49 1.22 -1.95
H8 0.58 0.86 -0.54
H9 1.71 -1.53 -0.71
H10 2.20 -1.02 -2.28
H11 0.22 -2.45 -2.35
H12 -0.04 -0.92 -3.09
H13 -0.25 -0.79 0.58
H14 -0.75 -2.45 0.24
H15 -2.57 -0.14 0.79
H16 -3.08 -1.83 0.50
H17 -1.34 -2.29 2.47
H18 -1.41 -0.57 2.68
H19 -2.87 -1.45 2.94
H20 -4.01 1.07 -1.12

---

Entry 3:
The following is a quantum chemistry calculation of a structure of composition C9H20N5O3PtS3 in a non-equilibrium geometry, from the Open Molecules 2025 dataset.

Summary:
energy relative to the best compared isomer or geometry (same formula, charge and spin): 128.9 kcal per mole
charge: -1
highest occupied orbital energy (alpha / beta): -2.26 / -2.26 eV
LUMO energy (alpha / beta): 2.345 / 2.345 eV
2S+1: 1
DFT total energy: -59000.006 eV

CARTESIAN COORDINATES (ANGSTROEM)
Pt1 -0.08 0.11 -0.05
N1 -1.75 -1.31 0.95
N2 -1.26 -2.35 1.72
C1 0.14 -2.47 1.85
O1 0.55 -3.42 2.54
O2 0.81 -1.60 1.24
H1 -2.37 -0.68 1.46
H2 -2.33 -1.64 0.18
H3 -1.87 -3.00 2.18
S1 -2.37 0.99 -0.80
C2 -2.48 2.41 0.04
N3 -1.86 3.57 -0.31
C3 -2.22 4.75 0.42
C4 -2.58 4.25 1.82
S2 -3.36 2.64 1.55
H4 -1.40 3.59 -1.21
H5 -3.07 5.26 -0.04
H6 -1.38 5.45 0.46
H7 -3.26 4.93 2.34
H8 -1.68 4.11 2.42
O3 0.30 1.61 -1.13
C5 2.81 -3.41 -0.94
N4 3.38 -2.16 -0.48
C6 3.94 -2.23 0.87
C7 3.02 -0.97 -1.04
S3 2.67 0.40 -0.15
N5 2.98 -0.98 -2.41
C8 2.30 0.08 -3.13
C9 3.97 -1.70 -3.18
H9 2.12 -3.79 -0.18
H10 3.59 -4.16 -1.11
H11 2.25 -3.25 -1.86
H12 4.56 -3.13 0.92
H13 3.16 -2.28 1.62
H14 4.56 -1.35 1.04
H15 1.43 0.43 -2.58
H16 2.00 -0.32 -4.11
H17 2.97 0.94 -3.30
H18 4.57 -2.33 -2.54
H19 4.63 -0.99 -3.68
H20 3.49 -2.32 -3.95

---

Entry 4:
The following is a quantum chemistry calculation of a cluster of 3 separate species, C9H20NO2S in total in a non-equilibrium geometry, from the Open Molecules 2025 dataset.

Summary:
energy relative to the best compared isomer or geometry (same formula, charge and spin): 73.9 kcal per mole
charge: +1
highest occupied orbital energy: -11.47 eV
LUMO energy: -5.419 eV
2S+1: 1
DFT total energy: -26066.570 eV

CARTESIAN COORDINATES (ANGSTROEM)
C1 1.89 -1.79 1.81
C2 1.26 1.78 2.66
C3 0.04 -0.15 3.90
C4 2.52 0.17 4.22
C5 -0.83 -1.27 -3.55
C6 -3.33 -0.56 -3.85
C7 -1.62 0.84 -4.65
C8 1.31 0.23 3.14
C9 -1.88 -0.40 -4.02
N1 1.44 -0.64 1.99
O1 0.66 0.27 -1.77
O2 -0.81 1.61 -0.26
S1 0.50 1.13 -0.62
H1 1.77 -2.34 0.86
H2 2.46 -2.27 2.58
H3 0.84 1.91 1.66
H4 0.61 2.36 3.31
H5 2.27 2.13 2.71
H6 -0.13 -1.14 4.05
H7 -0.88 0.24 3.41
H8 0.19 0.42 4.93
H9 2.95 -0.77 4.22
H10 3.40 0.81 4.05
H11 2.19 0.36 5.20
H12 -1.05 -2.16 -3.05
H13 0.06 -1.65 -4.31
H14 -0.14 -0.69 -2.84
H15 -3.67 -1.15 -4.70
H16 -3.96 0.40 -3.92
H17 -3.48 -1.18 -3.00
H18 -2.48 1.12 -5.05
H19 -1.48 1.55 -3.90
H20 -0.63 0.82 -5.21

---

Entry 5:
The following is a quantum chemistry calculation of the ion C9H20NSi with charge +1 in a non-equilibrium geometry, from the Open Molecules 2025 dataset.

Summary:
energy relative to the best compared isomer or geometry (same formula, charge and spin): 0.0 kcal per mole
charge: +1
highest occupied orbital energy (alpha / beta): -9.73 / -13.05 eV
LUMO energy (alpha / beta): -2.719 / -6.110 eV
2S+1: 3
DFT total energy: -19011.501 eV
⟨S²⟩: 2.0173

CARTESIAN COORDINATES (ANGSTROEM)
C1 -0.57 0.94 0.89
C2 0.21 0.23 0.08
C3 -1.25 -0.67 -1.20
C4 -2.10 0.84 0.53
C5 -2.70 1.85 -0.32
C6 -2.23 -1.68 0.73
C7 2.66 -0.45 1.68
C8 2.90 1.58 -0.52
C9 2.14 -1.28 -1.46
N1 -2.29 -0.54 -0.20
Si1 2.04 -0.06 0.00
H1 -0.24 1.61 1.60
H2 -1.12 0.14 -1.94
H3 -0.91 -1.69 -1.50
H4 -2.56 0.72 1.51
H5 -2.80 1.51 -1.34
H6 -2.21 2.80 -0.25
H7 -3.74 2.03 0.07
H8 -2.25 -1.36 1.85
H9 -3.10 -2.40 0.60
H10 -1.33 -2.39 0.64
H11 2.41 0.10 2.61
H12 2.43 -1.61 1.78
H13 3.74 -0.56 1.55
H14 4.02 1.45 -0.56
H15 2.78 1.92 -1.47
H16 2.54 2.38 0.11
H17 1.81 -2.30 -1.03
H18 1.77 -1.13 -2.48
H19 3.19 -1.46 -1.33
H20 -3.23 -0.50 -0.64

---

Entry 6:
The following is a quantum chemistry calculation of the molecule C9H20Si2 in a non-equilibrium geometry, from the Open Molecules 2025 dataset.

Summary:
energy relative to the best compared isomer or geometry (same formula, charge and spin): 44.0 kcal per mole
highest occupied orbital energy (alpha / beta): -7.85 / -8.54 eV
LUMO energy (alpha / beta): -0.160 / -0.353 eV
2S+1: 1
DFT total energy: -25408.121 eV

CARTESIAN COORDINATES (ANGSTROEM)
C1 -0.31 1.83 1.32
C2 0.22 2.89 0.68
C3 -0.30 0.57 0.54
C4 2.20 0.60 -1.71
C5 1.43 -2.01 -0.38
C6 2.70 0.56 1.21
C7 -3.14 1.18 -0.39
C8 -1.79 -1.52 1.73
C9 -1.50 -1.19 -1.56
Si1 1.43 -0.05 -0.03
Si2 -1.94 -0.36 0.12
H1 -0.93 1.92 2.18
H2 1.16 2.88 0.12
H3 1.74 1.48 -2.06
H4 3.32 0.65 -1.47
H5 2.01 -0.25 -2.32
H6 2.35 -2.62 -0.19
H7 0.61 -2.35 0.30
H8 0.99 -2.29 -1.37
H9 2.63 1.66 1.29
H10 2.62 0.26 2.25
H11 3.78 0.25 0.96
H12 -3.60 1.02 -1.44
H13 -3.92 1.55 0.28
H14 -2.40 2.04 -0.59
H15 -0.69 -1.61 1.73
H16 -1.92 -0.83 2.64
H17 -2.29 -2.47 1.80
H18 -0.69 -0.70 -1.95
H19 -1.42 -2.24 -1.53
H20 -2.38 -0.87 -2.16

---

Entry 7:
The following is a quantum chemistry calculation of a structure of composition C9H21BrClO2P2Zr in a non-equilibrium geometry, from the Open Molecules 2025 dataset.

Summary:
energy relative to the best compared isomer or geometry (same formula, charge and spin): 96.5 kcal per mole
charge: +3
highest occupied orbital energy (alpha / beta): -20.51 / -20.51 eV
LUMO energy (alpha / beta): -15.705 / -15.710 eV
2S+1: 1
DFT total energy: -116161.155 eV

CARTESIAN COORDINATES (ANGSTROEM)
C1 0.20 1.06 -3.06
C2 -0.89 0.60 -2.08
H1 -0.28 1.54 -3.92
H2 0.86 0.25 -3.43
H3 0.87 1.80 -2.60
O1 -2.05 0.58 -2.35
Cl1 3.33 0.28 0.59
Zr1 0.93 0.06 0.22
P1 0.28 -2.33 -0.71
C3 -1.13 -3.34 -0.19
C4 0.25 -2.50 -2.52
H4 0.30 -3.57 -2.78
H5 1.66 -4.32 -0.93
H6 1.12 -1.98 -2.96
H7 2.61 -2.95 -0.26
H8 -2.06 -2.77 -0.28
H9 -0.67 -2.07 -2.92
C5 1.65 -3.47 -0.23
H10 -1.19 -4.23 -0.82
H11 1.47 -3.85 0.79
H12 -0.99 -3.64 0.85
P2 -0.08 2.08 1.59
C6 -1.55 2.11 2.66
C7 1.19 2.55 2.84
H13 0.54 3.65 -0.14
H14 -0.29 4.47 1.22
H15 -1.22 3.51 0.02
C8 -0.28 3.57 0.58
H16 2.19 2.33 2.46
H17 1.10 3.63 3.05
H18 -1.72 3.14 3.01
H19 -1.38 1.45 3.52
H20 1.03 1.98 3.77
H21 -2.42 1.76 2.11
C9 -1.52 -0.06 0.14
O2 -2.66 -0.20 0.33
Br1 0.79 -1.12 2.45

---

Entry 8:
The following is a quantum chemistry calculation of a cluster of 6 separate species, C9H21Cl2F6N2O7S in total in a non-equilibrium geometry, from the Open Molecules 2025 dataset.

Summary:
charge: -1
highest occupied orbital energy: -1.56 eV
LUMO energy: 0.331 eV
2S+1: 1
DFT total energy: -79161.126 eV

CARTESIAN COORDINATES (ANGSTROEM)
N1 -0.09 -3.94 5.08
H1 -0.55 -3.64 4.23
H2 0.20 -4.90 5.04
H3 -0.77 -3.58 5.75
H4 0.77 -3.43 5.21
N2 -0.28 0.95 -0.68
H5 -0.85 0.20 -0.30
H6 -0.05 0.84 -1.66
H7 0.63 1.02 -0.24
H8 -0.77 1.81 -0.49
C1 6.08 2.22 4.63
F1 6.86 1.22 4.80
F2 6.15 3.01 5.66
F3 6.31 2.92 3.53
S1 4.24 1.54 4.56
O1 3.35 2.65 4.85
O2 4.09 1.14 3.18
O3 4.10 0.41 5.53
O4 -4.31 -1.46 6.12
C2 -5.39 -1.78 5.22
C3 -5.30 -1.79 3.65
O5 -4.24 -2.22 2.79
H9 -6.31 -1.25 5.46
H10 -5.71 -2.80 5.44
H11 -5.48 -0.75 3.39
H12 -6.19 -2.33 3.33
C4 2.03 -4.75 -6.23
C5 1.80 -3.76 -7.42
O6 2.90 -2.98 -7.82
C6 3.30 -1.95 -7.11
O7 2.67 -1.53 -6.02
C7 4.52 -1.28 -7.74
F4 5.64 -1.49 -6.99
F5 4.67 -1.84 -8.98
F6 4.47 0.10 -7.92
H13 2.86 -5.37 -6.57
H14 1.12 -5.34 -6.07
H15 2.27 -4.08 -5.41
H16 0.82 -3.29 -7.34
H17 1.67 -4.45 -8.25
Cl1 -3.26 6.89 2.30
C8 -4.83 6.89 1.45
C9 -4.70 7.24 -0.01
Cl2 -4.22 5.82 -0.99
H18 -5.48 7.49 2.09
H19 -5.30 5.91 1.46
H20 -3.89 7.97 -0.06
H21 -5.58 7.73 -0.43

---

Entry 9:
The following is a quantum chemistry calculation of a structure of composition C9H21Cl2O3OsP2 in a non-equilibrium geometry, from the Open Molecules 2025 dataset.

Summary:
energy relative to the best compared isomer or geometry (same formula, charge and spin): 0.0 kcal per mole
charge: +3
highest occupied orbital energy (alpha / beta): -20.66 / -20.34 eV
LUMO energy (alpha / beta): -11.170 / -15.856 eV
2S+1: 5
DFT total energy: -61874.346 eV
⟨S²⟩: 6.0290

CARTESIAN COORDINATES (ANGSTROEM)
C1 -0.17 -3.80 -4.04
C2 -0.41 -2.78 -2.97
H1 -1.13 -4.20 -4.38
H2 0.45 -4.61 -3.65
H3 0.35 -3.32 -4.88
O1 -1.47 -2.37 -2.56
Cl1 1.14 -2.20 -2.28
Os1 -0.09 0.15 0.18
P1 0.01 1.95 -1.12
C3 -1.44 3.06 -1.25
C4 1.43 3.10 -1.11
H4 0.83 0.34 -2.74
H5 0.25 1.85 -3.54
H6 -0.92 0.62 -2.92
C5 0.04 1.11 -2.75
H7 2.36 2.53 -1.10
H8 1.41 3.76 -2.00
H9 -1.31 3.78 -2.07
H10 -1.56 3.61 -0.31
H11 1.40 3.73 -0.21
H12 -2.35 2.47 -1.42
C6 -1.90 0.37 0.45
O2 -3.03 0.51 0.74
Cl2 2.28 0.09 0.12
C7 0.40 0.92 2.77
P2 0.17 -0.87 2.82
C8 1.68 -1.63 3.42
C9 -1.18 -1.23 3.94
O3 -0.19 -1.51 1.45
H13 -0.36 1.37 3.43
H14 0.28 1.36 1.73
H15 1.42 1.15 3.08
H16 1.86 -1.34 4.46
H17 1.55 -2.72 3.36
H18 2.54 -1.33 2.81
H19 -2.08 -0.64 3.70
H20 -1.42 -2.30 3.89
H21 -0.83 -0.96 4.94

---

Entry 10:
The following is a quantum chemistry calculation of a structure of composition C9H21ClI2NP2STm in a non-equilibrium geometry, from the Open Molecules 2025 dataset.

Summary:
energy relative to the best compared isomer or geometry (same formula, charge and spin): 14.6 kcal per mole
charge: +2
highest occupied orbital energy (alpha / beta): -15.33 / -15.34 eV
LUMO energy (alpha / beta): -10.836 / -10.826 eV
2S+1: 3
DFT total energy: -98817.831 eV
⟨S²⟩: 2.4880

CARTESIAN COORDINATES (ANGSTROEM)
I1 3.61 -2.66 0.00
I2 0.82 -2.72 1.84
Tm1 0.29 -0.54 0.28
P1 1.17 1.05 2.47
C1 0.17 0.99 4.00
C2 2.80 0.38 2.97
H1 3.22 0.94 3.83
H2 1.92 3.32 3.00
H3 3.45 0.43 2.09
H4 2.18 2.84 1.28
H5 0.06 -0.07 4.30
H6 2.68 -0.69 3.17
C3 1.51 2.78 2.14
H7 0.60 1.60 4.82
H8 0.59 3.25 1.78
H9 -0.85 1.31 3.74
P2 -0.27 -1.69 -2.26
C4 -1.80 -2.69 -2.43
C5 -0.27 -0.58 -3.69
H10 2.01 -2.29 -2.63
H11 0.92 -3.35 -3.67
H12 1.16 -3.56 -1.84
C6 1.08 -2.86 -2.68
H13 0.65 0.01 -3.67
H14 -0.40 -1.08 -4.65
H15 -1.93 -3.13 -3.43
H16 -2.65 -2.04 -2.16
H17 -1.05 0.17 -3.55
H18 -1.79 -3.46 -1.63
Cl1 1.95 0.76 -0.96
S1 -3.35 2.96 0.49
C7 -3.63 1.99 -0.92
C8 -2.68 1.02 -1.06
N1 -1.70 0.97 -0.04
C9 -1.94 1.98 0.83
H19 -4.49 2.13 -1.58
H20 -2.66 0.30 -1.88
H21 -1.38 2.23 1.73

---

Entry 11:
The following is a quantum chemistry calculation of a structure of composition C9H21ClIO3P2Yb in a non-equilibrium geometry, from the Open Molecules 2025 dataset.

Summary:
energy relative to the best compared isomer or geometry (same formula, charge and spin): 13.3 kcal per mole
charge: +2
highest occupied orbital energy (alpha / beta): -14.82 / -14.79 eV
LUMO energy (alpha / beta): -6.983 / -9.776 eV
2S+1: 2
DFT total energy: -86533.566 eV
⟨S²⟩: 0.7592

CARTESIAN COORDINATES (ANGSTROEM)
C1 0.14 -1.52 -1.55
C2 1.14 -1.10 -2.61
H1 0.63 -1.86 -0.64
H2 -0.47 -2.35 -1.95
H3 -0.61 -0.76 -1.28
O1 2.07 -1.79 -3.03
I1 2.92 1.03 -1.90
Yb1 -1.06 1.59 1.10
P1 0.40 0.30 -3.65
C3 1.47 0.93 -4.94
C4 -0.90 -0.60 -4.51
H4 -0.95 1.14 -1.79
H5 -1.12 2.07 -3.30
H6 0.34 2.31 -2.31
C5 -0.39 1.57 -2.65
H7 -1.81 -0.70 -3.90
H8 -1.16 -0.06 -5.43
H9 0.89 0.91 -5.88
H10 2.37 0.31 -5.05
H11 -0.56 -1.60 -4.81
H12 1.76 1.96 -4.71
C6 1.37 0.58 0.18
O2 1.67 -0.02 1.12
Cl1 -2.54 -0.17 0.35
C7 -0.36 0.91 5.79
P2 -0.41 0.18 4.17
C8 1.05 -0.82 3.98
C9 -1.89 -0.81 4.00
O3 -0.45 1.28 3.10
H13 -1.31 1.41 6.01
H14 0.44 1.67 5.84
H15 -0.17 0.14 6.55
H16 1.26 -1.36 4.91
H17 0.91 -1.55 3.17
H18 1.92 -0.19 3.73
H19 -2.29 -0.72 2.98
H20 -1.66 -1.87 4.21
H21 -2.64 -0.45 4.72

---

Entry 12:
The following is a quantum chemistry calculation of a structure of composition C9H21F3IO4P2ReS in a non-equilibrium geometry, from the Open Molecules 2025 dataset.

Summary:
energy relative to the best compared isomer or geometry (same formula, charge and spin): 18.7 kcal per mole
charge: +3
highest occupied orbital energy (alpha / beta): -20.59 / -20.49 eV
LUMO energy (alpha / beta): -13.943 / -15.408 eV
2S+1: 4
DFT total energy: -65625.885 eV
⟨S²⟩: 3.7701

CARTESIAN COORDINATES (ANGSTROEM)
C1 -3.22 -2.14 -0.07
I1 -2.42 -0.72 1.71
H1 -3.97 -2.65 0.54
H2 -2.46 -2.82 -0.45
H3 -3.69 -1.49 -0.81
Re1 -0.54 -0.19 0.23
P1 0.71 -1.96 0.99
C2 1.20 -3.08 -0.36
C3 2.33 -1.47 1.69
H4 2.77 -2.33 2.21
H5 0.83 -3.89 2.44
H6 2.18 -0.65 2.40
H7 -0.05 -2.54 3.22
H8 1.91 -2.55 -1.01
H9 2.99 -1.14 0.88
C4 0.09 -3.10 2.29
H10 1.66 -3.97 0.08
H11 -0.87 -3.53 1.98
H12 0.31 -3.36 -0.95
P2 -1.37 1.93 -0.15
C5 -1.63 2.24 -1.92
C6 -2.91 2.53 0.62
H13 0.15 3.09 1.34
H14 -0.74 4.23 0.28
H15 0.65 3.28 -0.36
C7 -0.21 3.27 0.32
H16 -2.80 2.56 1.71
H17 -3.12 3.55 0.26
H18 -2.14 3.20 -2.04
H19 -2.25 1.43 -2.34
H20 -3.75 1.87 0.36
H21 -0.65 2.25 -2.43
C8 -1.01 -0.94 -1.52
O1 -1.27 -1.38 -2.58
F1 4.50 1.96 -1.84
C9 3.62 1.79 -0.83
F2 4.25 1.18 0.19
F3 3.20 3.01 -0.42
S1 2.15 0.77 -1.39
O2 1.51 1.55 -2.42
O3 2.71 -0.52 -1.74
O4 1.35 0.73 -0.11